A structure of composition C5H7NO, computed with ωB97M-V/def2-TZVPD.

```
14
Properties=species:S:1:pos:R:3:forces:R:3
O 1.782 -0.400 -0.997 -0.2 0.1 0.1
C 1.367 -0.038 0.133 0.1 0.0 -0.1
C 0.472 1.173 0.326 0.2 0.2 -0.1
C -0.937 0.917 -0.098 -0.2 0.2 -0.3
C -1.101 -0.566 -0.267 0.1 0.0 0.1
C -0.366 -0.738 0.902 -0.2 -0.4 0.1
N -0.489 0.707 1.316 0.1 0.0 0.2
H 0.567 -0.876 -1.653 0.1 0.1 0.1
H 1.933 -0.346 1.025 -0.1 0.0 -0.1
H 0.836 2.200 0.369 0.0 -0.2 0.0
H -1.631 1.704 -0.370 0.1 -0.1 0.0
H -0.255 -1.054 -1.564 -0.1 0.0 0.0
H -1.926 -1.113 -0.708 0.2 0.1 0.0
H -0.252 -1.570 1.585 0.0 0.1 -0.1
```
Positions in Å, forces in eV/Å.

Values from the calculation:
HOMO energy   -9.05 eV
Maximum force   0.0091 Eh/bohr
Relative energy (zero: lowest compared OMol25 entry of this formula, charge and spin)   154.79 kcal per mole
Charge   0
Multiplicity   1
Orbital gap   9.41 eV

What are the Löwdin partial charges on each atom? They are as follows, in elementary charge units: atom 1 (O): -0.072, atom 2 (C): -0.308, atom 3 (C): -0.189, atom 4 (C): -0.171, atom 5 (C): -0.075, atom 6 (C): -0.136, atom 7 (N): 0.054, atom 8 (H): 0.136, atom 9 (H): 0.140, atom 10 (H): 0.141, atom 11 (H): 0.137, atom 12 (H): 0.107, atom 13 (H): 0.112, atom 14 (H): 0.124


An isolated molecule of C5H7NO, computed with ωB97M-V/def2-TZVPD.

```
14
Properties=species:S:1:pos:R:3:forces:R:3
C -1.894 -1.232 -0.632 -3.5 -4.1 -0.3
C -0.556 -0.942 -0.189 1.0 -1.4 2.6
C 0.419 -1.416 0.736 -0.1 3.0 -0.4
C 1.134 -0.044 0.977 1.4 -1.9 0.6
C 0.572 0.899 0.178 2.9 -0.1 0.5
H -2.157 -2.317 -0.280 0.5 1.6 -1.2
H -2.726 -0.693 -0.086 1.3 0.1 -0.6
H -2.076 -1.124 -1.762 0.4 -0.2 1.7
H 0.668 -2.435 1.301 -1.0 2.6 -1.7
H 2.116 0.148 1.494 -1.4 -0.5 -0.4
H 0.447 2.395 -1.067 0.2 0.6 -0.7
H 2.074 2.368 -0.380 -2.6 -0.9 0.1
N 1.023 2.170 -0.287 1.0 -0.7 1.1
O -0.445 0.359 -0.455 0.1 1.9 -1.3
```
Positions in Å, forces in eV/Å.

Values from the calculation:
HOMO energy   -7.70 eV
Maximum force   0.1060 Eh/bohr
Relative energy (zero: lowest compared OMol25 entry of this formula, charge and spin)   56.72 kcal per mole
Charge   0
Multiplicity   1
SMILES string   Cc1ccc(N)o1
Orbital gap   8.70 eV

What are the Löwdin partial charges on each atom? They are as follows, in elementary charge units: atom 1 (C): -0.072, atom 2 (C): -0.399, atom 3 (C): 0.039, atom 4 (C): -0.044, atom 5 (C): -0.424, atom 6 (H): 0.110, atom 7 (H): 0.098, atom 8 (H): 0.106, atom 9 (H): 0.136, atom 10 (H): 0.104, atom 11 (H): 0.068, atom 12 (H): 0.133, atom 13 (N): 0.104, atom 14 (O): 0.039